Record 1
{
  "formula": "C28H29N3NiOPS",
  "method": "wB97M-V/def2-TZVPD",
  "elements": ["Ni", "C", "C", "C", "C", "C", "C", "P", "C", "C", "C", "C", "C", "C", "C", "C", "C", "C", "C", "C", "H", "H", "H", "H", "H", "H", "H", "H", "H", "H", "H", "H", "H", "H", "O", "C", "C", "C", "C", "C", "C", "N", "H", "H", "H", "H", "H", "H", "H", "H", "H", "H", "H", "S", "C", "N", "C", "C", "C", "N", "H", "H", "H", "H"],
  "positions_angstrom": [[1.43308, 0.96481, 0.13709], [3.84912, -2.95670, 4.07903], [4.24673, -1.83528, 3.36453], [3.36724, -1.23196, 2.47988], [2.08874, -1.75537, 2.30337], [1.69022, -2.87797, 3.02595], [2.57246, -3.47535, 3.91239], [1.00469, -0.98937, 1.08034], [-0.68851, -1.33120, 1.61744], [-1.16451, -0.71109, 2.77109], [-2.46729, -0.92092, 3.18903], [-3.30903, -1.74697, 2.45363], [-2.84290, -2.36143, 1.30071], [-1.53534, -2.15315, 0.88084], [1.29423, -1.60399, -0.58123], [1.29989, -2.81170, -1.26731], [1.63014, -2.78168, -2.61090], [1.94983, -1.57204, -3.22747], [1.96295, -0.37784, -2.52062], [1.63447, -0.38202, -1.16253], [4.53489, -3.42469, 4.77289], [5.23957, -1.42802, 3.50162], [3.66744, -0.34988, 1.92588], [0.69190, -3.27962, 2.90385], [2.26262, -4.34604, 4.47489], [-0.51408, -0.06405, 3.34955], [-2.82860, -0.44080, 4.08888], [-4.32620, -1.91376, 2.78339], [-3.49269, -3.01038, 0.72749], [-1.17834, -2.63206, -0.02309], [1.06222, -3.74679, -0.77451], [1.64669, -3.69624, -3.18873], [2.19892, -1.57112, -4.28184], [2.21492, 0.53239, -3.05096], [-0.81177, 1.32162, -0.36302], [-1.65176, 1.79995, -1.10563], [-1.54914, 1.70735, -2.60227], [-2.65039, 0.70222, -3.03597], [-3.04432, -0.34934, -1.97389], [-4.07872, 0.10637, -0.92598], [-3.57539, 1.13007, 0.09252], [-2.87328, 2.22037, -0.62029], [-0.55412, 1.33980, -2.85018], [-1.70032, 2.67598, -3.08401], [-2.29912, 0.18999, -3.93188], [-3.54804, 1.25024, -3.33489], [-2.14451, -0.72905, -1.47538], [-3.47491, -1.20190, -2.50184], [-4.44889, -0.76694, -0.38386], [-4.94300, 0.52428, -1.45490], [-2.86295, 0.68956, 0.78755], [-4.39586, 1.54999, 0.67301], [-3.45994, 2.57735, -1.36532], [1.29158, 2.72327, 1.75127], [1.83355, 3.43794, 0.35667], [1.74058, 4.76990, 0.07506], [2.25026, 5.31283, -1.05353], [2.81559, 4.50796, -1.99091], [2.78162, 3.12005, -1.73989], [2.33513, 2.61305, -0.61565], [1.28653, 5.35123, 0.76775], [2.16363, 6.38515, -1.15312], [3.23362, 4.90965, -2.89922], [3.13887, 2.41332, -2.47679]],
  "atomic_forces_ev_per_a": [[0.473, -0.362, 0.424], [0.016, 0.005, 0.004], [0.011, -0.007, 0.012], [-0.011, 0.013, -0.001], [0.016, 0.023, -0.042], [0.000, 0.008, 0.008], [-0.005, -0.010, 0.008], [-0.184, 0.215, -0.297], [0.003, -0.045, -0.061], [0.049, 0.020, 0.043], [-0.044, -0.006, 0.019], [0.007, -0.032, -0.015], [0.011, -0.009, 0.040], [0.013, -0.008, -0.008], [0.104, 0.110, 0.258], [-0.041, -0.051, 0.023], [-0.002, -0.022, -0.021], [0.001, -0.008, -0.040], [-0.036, -0.008, 0.073], [0.057, -0.045, -0.241], [-0.003, -0.001, 0.001], [0.000, 0.000, 0.000], [-0.006, -0.002, -0.008], [-0.005, -0.003, -0.008], [0.001, 0.000, -0.001], [0.012, -0.003, -0.013], [-0.001, 0.002, -0.001], [-0.003, 0.002, 0.000], [-0.005, -0.003, 0.008], [0.007, 0.017, 0.016], [0.001, -0.003, 0.005], [-0.003, -0.004, 0.008], [0.005, 0.005, 0.003], [0.022, 0.040, 0.004], [-0.013, 0.283, 0.108], [-0.100, -0.137, -0.043], [0.040, 0.064, -0.011], [-0.010, -0.014, -0.019], [0.055, -0.027, 0.018], [-0.036, -0.003, 0.009], [0.009, 0.049, 0.010], [-0.011, -0.078, -0.052], [-0.005, -0.002, -0.006], [-0.008, -0.011, -0.009], [0.003, -0.011, 0.009], [-0.003, -0.008, 0.003], [-0.043, 0.029, -0.028], [-0.011, 0.014, -0.015], [0.006, 0.021, -0.012], [0.008, 0.009, -0.013], [-0.001, -0.015, 0.001], [0.002, -0.009, -0.005], [0.011, 0.029, 0.016], [-0.002, -0.089, -0.043], [-0.123, -0.060, -0.024], [0.167, 0.064, 0.048], [-0.014, 0.005, -0.015], [0.009, -0.096, 0.019], [0.121, 0.067, 0.159], [-0.537, 0.120, -0.265], [0.034, 0.007, 0.005], [0.000, 0.008, 0.000], [-0.008, -0.006, -0.008], [0.003, -0.028, -0.035]],
  "nbo_charge": [0.693, -0.180, -0.205, -0.173, -0.409, -0.125, -0.222, 1.048, -0.383, -0.133, -0.223, -0.200, -0.203, -0.207, -0.451, -0.181, -0.219, -0.184, -0.284, -0.126, 0.225, 0.223, 0.222, 0.213, 0.224, 0.213, 0.226, 0.225, 0.223, 0.227, 0.224, 0.224, 0.219, 0.188, -0.670, 0.737, -0.520, -0.395, -0.417, -0.422, -0.217, -0.631, 0.230, 0.227, 0.228, 0.201, 0.213, 0.226, 0.225, 0.199, 0.222, 0.211, 0.368, -0.061, 0.228, -0.512, 0.125, -0.338, 0.178, -0.526, 0.449, 0.244, 0.261, 0.229],
  "charge": 1,
  "e_homo_ev": [-10.85, -10.84],
  "homo_lumo_gap_ev": [7.1270, 7.1258]
}

---

Record 2
{
  "formula": "C28H29N4O3",
  "method": "wB97M-V/def2-TZVPD",
  "elements": ["C", "O", "C", "C", "C", "C", "C", "C", "N", "C", "C", "C", "C", "C", "C", "N", "C", "C", "C", "C", "C", "O", "C", "C", "C", "H", "H", "H", "H", "H", "H", "H", "H", "H", "H", "H", "H", "H", "H", "H", "H", "H", "H", "H", "H", "H", "C", "C", "O", "N", "C", "C", "C", "N", "C", "C", "H", "H", "H", "H", "H", "H", "H", "H"],
  "positions_angstrom": [[-5.66314, 2.67501, -0.90194], [-4.25133, 2.43209, -0.70552], [-3.68587, 1.31522, -1.22793], [-2.29340, 1.15646, -0.97470], [-1.66204, 0.04579, -1.47577], [-2.39719, -0.90714, -2.22068], [-3.75525, -0.77351, -2.48856], [-4.41254, 0.34934, -1.98529], [-1.50853, -1.89739, -2.64074], [-1.87050, -3.03420, -3.46264], [-0.25166, -1.62701, -2.17708], [-0.27586, -0.42142, -1.43396], [0.79656, 0.23159, -0.81973], [2.09907, -0.31294, -0.81823], [2.45035, -1.66183, -0.62830], [3.80067, -1.81089, -0.77845], [4.51155, -3.06656, -0.63545], [4.38082, -0.58521, -1.09816], [3.34527, 0.38540, -1.14737], [3.61423, 1.65456, -1.62079], [4.94688, 1.94515, -2.02436], [5.32890, 3.15354, -2.50857], [4.35485, 4.21072, -2.63814], [5.97410, 0.95802, -1.96004], [5.68801, -0.32019, -1.50179], [-5.82988, 3.61728, -0.38104], [-5.91096, 2.78099, -1.96737], [-6.27710, 1.88037, -0.45525], [-1.73804, 1.89829, -0.40620], [-4.28677, -1.52077, -3.07116], [-5.47977, 0.48898, -2.16114], [-2.93845, -2.97326, -3.68050], [-1.31185, -3.03561, -4.40800], [-1.65862, -3.97475, -2.93849], [0.59504, -2.27090, -2.39584], [0.62524, 1.21081, -0.38551], [1.80597, -2.50650, -0.39982], [5.56198, -2.90075, -0.88108], [4.43288, -3.44103, 0.39410], [4.09411, -3.82826, -1.30699], [2.80769, 2.38795, -1.70388], [4.94600, 5.05379, -2.99627], [3.57823, 3.94926, -3.36977], [3.88836, 4.45158, -1.67324], [6.97133, 1.24452, -2.28312], [6.44700, -1.09644, -1.46415], [-3.96261, -0.98282, 6.46435], [-2.83988, -1.27368, 5.50068], [-2.47141, -2.40646, 5.21835], [-2.27152, -0.11869, 4.98762], [-1.26810, -0.02523, 4.02385], [-0.67120, 1.23024, 3.78065], [0.27183, 1.33057, 2.75588], [0.58328, 0.30086, 1.94999], [0.10027, -0.90913, 2.24872], [-0.83311, -1.12843, 3.27598], [-4.50551, -0.07103, 6.19466], [-4.64975, -1.82982, 6.45265], [-3.56204, -0.86452, 7.47899], [-2.60399, 0.74308, 5.40565], [-0.94572, 2.10005, 4.37568], [0.79332, 2.27211, 2.57177], [0.45942, -1.75147, 1.65273], [-1.20960, -2.12578, 3.47069]],
  "atomic_forces_ev_per_a": [[0.523, -0.100, 0.053], [-0.365, -0.251, -0.221], [0.364, -0.353, -0.118], [-1.113, 0.438, -0.006], [-0.203, -0.732, -0.427], [-0.021, 0.580, 0.174], [0.123, 0.196, 0.169], [0.572, 0.351, 0.419], [1.998, 0.086, 0.657], [0.029, -0.455, -0.285], [-1.542, -0.056, -0.427], [-0.173, 0.285, 0.563], [-0.240, -0.839, -0.660], [0.883, -0.308, -0.154], [0.802, 0.591, -0.546], [-1.147, -0.041, 0.262], [0.003, -0.324, 0.207], [-0.744, 0.230, -0.333], [0.184, -1.188, 0.546], [1.047, 0.942, -0.471], [-0.919, -0.273, 0.281], [-0.357, 0.127, 0.075], [0.431, -0.492, 0.058], [-0.673, 0.170, 0.213], [-0.003, 0.423, -0.016], [-0.151, -0.148, -0.130], [0.140, -0.011, 0.245], [0.219, 0.164, -0.064], [-0.324, -0.002, -0.031], [-0.030, 0.218, 0.122], [0.403, -0.093, 0.020], [0.278, -0.132, 0.004], [-0.173, 0.127, 0.256], [-0.141, 0.267, -0.070], [-0.318, 0.169, -0.141], [0.135, 0.074, -0.357], [0.280, 0.204, 0.158], [-0.230, -0.168, 0.071], [0.117, 0.158, -0.241], [0.165, 0.255, 0.083], [0.426, -0.172, -0.007], [-0.268, -0.033, 0.057], [0.196, 0.011, 0.129], [0.171, -0.072, -0.164], [-0.193, -0.099, 0.049], [-0.018, 0.250, -0.089], [-0.169, -0.089, 0.116], [0.248, -0.801, -0.121], [-0.391, 1.212, 0.195], [0.044, -0.051, 0.077], [0.330, 0.180, -0.240], [0.206, -0.420, -0.330], [-0.674, -0.478, 0.152], [0.473, -0.086, 0.419], [-0.737, 0.674, 0.741], [0.464, 0.033, -0.503], [0.077, -0.148, 0.072], [0.103, 0.114, 0.085], [-0.066, -0.062, -0.198], [0.198, -0.192, -0.264], [0.119, -0.176, -0.109], [-0.257, -0.198, -0.055], [-0.170, 0.247, 0.040], [0.060, 0.268, 0.011]],
  "nbo_charge": [-0.260, -0.490, 0.341, -0.252, 0.034, 0.079, -0.190, -0.293, -0.282, -0.413, 0.129, -0.217, 0.110, -0.208, 0.063, -0.309, -0.407, 0.092, 0.033, -0.324, 0.333, -0.489, -0.257, -0.243, -0.200, 0.214, 0.187, 0.186, 0.231, 0.225, 0.237, 0.229, 0.228, 0.226, 0.234, 0.241, 0.221, 0.227, 0.222, 0.215, 0.225, 0.214, 0.182, 0.182, 0.242, 0.224, -0.716, 0.691, -0.587, -0.609, 0.196, -0.278, 0.042, -0.479, 0.052, -0.282, 0.218, 0.254, 0.248, 0.406, 0.222, 0.202, 0.185, 0.268],
  "charge": 1,
  "e_homo_ev": -10.27,
  "homo_lumo_gap_ev": 6.2540
}

---

Record 3
{
  "formula": "C28H29N5O3",
  "method": "wB97M-V/def2-TZVPD",
  "elements": ["C", "C", "C", "N", "C", "O", "N", "C", "O", "H", "H", "H", "H", "H", "C", "N", "C", "O", "C", "C", "C", "C", "C", "C", "C", "C", "N", "C", "C", "C", "C", "C", "C", "C", "C", "N", "C", "C", "C", "C", "C", "H", "H", "H", "H", "H", "H", "H", "H", "H", "H", "H", "H", "H", "H", "H", "H", "H", "H", "H", "H", "H", "H", "H", "H"],
  "positions_angstrom": [[-4.29797, 3.99682, 1.46542], [-2.81110, 4.04129, 1.54385], [-2.00905, 2.92449, 1.65411], [-0.67766, 2.89099, 1.75291], [0.00273, 4.08771, 1.77945], [1.20551, 4.22862, 1.97775], [-0.77924, 5.22729, 1.56421], [-2.15465, 5.33572, 1.46613], [-2.67912, 6.43981, 1.32516], [-4.69565, 5.01773, 1.44122], [-4.64443, 3.47225, 0.56204], [-4.72951, 3.47397, 2.33161], [-2.49507, 1.94227, 1.66903], [-0.25780, 6.08941, 1.56363], [1.58727, -4.68383, -2.11397], [1.22616, -3.29514, -1.94587], [0.77210, -2.53780, -2.98841], [0.66589, -2.92238, -4.14795], [0.44489, -1.14926, -2.43443], [-1.02663, -0.78022, -2.61939], [-1.42336, -0.68291, -4.07572], [-2.45943, -1.47492, -4.58059], [-2.74967, -1.46043, -5.94713], [-2.02910, -0.61854, -6.80662], [-1.02463, 0.21192, -6.29092], [-0.73154, 0.18753, -4.92333], [0.84951, -1.26498, -1.02981], [0.72941, -0.22155, -0.18168], [1.03831, -0.26164, 1.17175], [0.95914, 0.80597, 2.05503], [1.33703, 0.67131, 3.43989], [1.33285, 1.80533, 4.28763], [1.70621, 1.72815, 5.61802], [2.16507, 0.51447, 6.15677], [2.59202, 0.43650, 7.52614], [2.94074, 0.37265, 8.64267], [2.20844, -0.62383, 5.33973], [1.78162, -0.56211, 4.01690], [1.32041, -2.61870, -0.66246], [0.39492, -3.30537, 0.35236], [2.78203, -2.63263, -0.18440], [1.39867, -4.97148, -3.14998], [2.64773, -4.83926, -1.87857], [0.99396, -5.31812, -1.44335], [1.08448, -0.41072, -2.95325], [-1.64041, -1.54291, -2.11521], [-1.20342, 0.18214, -2.11571], [-3.00407, -2.12904, -3.89466], [-3.53078, -2.11584, -6.33964], [-2.25035, -0.61168, -7.87613], [-0.45659, 0.87136, -6.95141], [0.05539, 0.82197, -4.50727], [0.35927, 0.71131, -0.62139], [1.41862, -1.20056, 1.56835], [0.75654, 1.80253, 1.66642], [1.04314, 2.76104, 3.84935], [1.65139, 2.61010, 6.25623], [2.57269, -1.56660, 5.75791], [1.81086, -1.48017, 3.42802], [-0.60352, -3.42955, -0.09005], [0.80703, -4.29221, 0.59798], [0.30230, -2.72403, 1.27262], [3.43671, -2.35899, -1.02386], [2.94647, -1.93063, 0.63638], [3.03721, -3.64466, 0.15648]],
  "atomic_forces_ev_per_a": [[-0.537, -0.240, -0.014], [0.585, -0.226, -0.042], [-1.116, 0.893, -0.154], [0.874, 0.943, 0.102], [-1.903, -0.066, -0.241], [0.550, -0.479, 0.059], [0.750, 0.014, 0.138], [-0.189, -0.279, -0.011], [0.093, -0.418, 0.059], [0.083, -0.247, 0.007], [0.006, 0.162, 0.176], [0.017, 0.157, -0.190], [0.035, 0.156, 0.014], [-0.030, 0.166, -0.010], [0.177, -0.261, 0.285], [-0.286, 0.253, -0.481], [0.166, -0.576, -0.876], [0.013, 0.643, 1.452], [0.460, -0.007, -0.689], [-0.371, 0.023, 0.202], [-0.071, 0.077, -0.152], [0.360, 0.053, -0.159], [0.149, 0.252, 0.017], [0.038, -0.060, 0.328], [-0.112, -0.099, 0.199], [-0.224, -0.292, -0.283], [-0.327, 1.594, 1.154], [0.151, -0.794, -1.048], [0.212, -0.294, 1.162], [1.425, -0.638, -1.315], [0.475, -0.586, 1.573], [-0.209, -0.030, -0.746], [0.183, -0.177, 0.389], [-0.304, 0.290, -0.725], [0.750, -0.127, 2.490], [-0.788, 0.130, -2.542], [-0.051, -0.275, -0.194], [-0.164, 0.612, -0.034], [0.155, -0.513, 0.169], [-0.207, 0.058, -0.093], [0.029, 0.148, -0.217], [0.011, 0.151, 0.173], [-0.173, -0.002, -0.139], [0.071, 0.074, -0.212], [-0.220, -0.324, 0.248], [0.101, 0.251, -0.080], [-0.036, -0.222, -0.069], [0.135, 0.141, -0.298], [0.242, 0.274, 0.097], [0.084, 0.000, 0.357], [-0.246, -0.213, 0.191], [-0.215, -0.114, -0.260], [0.087, -0.311, 0.120], [-0.392, 0.308, -0.159], [-0.209, -0.264, 0.308], [0.008, -0.188, 0.114], [0.081, -0.218, -0.226], [-0.160, 0.350, -0.183], [0.004, 0.285, 0.220], [0.247, 0.018, 0.173], [-0.174, 0.256, -0.023], [-0.035, -0.255, -0.160], [-0.118, -0.046, 0.291], [0.074, -0.206, -0.155], [-0.012, 0.311, -0.089]],
  "nbo_charge": [-0.628, -0.266, 0.104, -0.719, 0.753, -0.717, -0.637, 0.634, -0.660, 0.245, 0.200, 0.203, 0.166, 0.411, -0.420, -0.456, 0.681, -0.585, -0.131, -0.428, 0.073, -0.238, -0.185, -0.214, -0.194, -0.243, -0.351, 0.236, -0.404, 0.060, -0.048, -0.129, -0.171, -0.131, 0.263, -0.271, -0.171, -0.177, 0.335, -0.640, -0.641, 0.260, 0.203, 0.202, 0.236, 0.217, 0.224, 0.209, 0.217, 0.219, 0.219, 0.204, 0.242, 0.204, 0.305, 0.274, 0.242, 0.232, 0.205, 0.230, 0.228, 0.228, 0.233, 0.229, 0.228],
  "charge": 0,
  "e_homo_ev": -6.91,
  "homo_lumo_gap_ev": 4.4691
}

---

no.,DFT total energy (a.u.)
1,-3571.5413
2,-1528.8932
3,-1583.8496